The following is a quantum chemistry calculation of the molecule C3H4ClFS at a distorted geometry, from the OMol25 dataset.

Its lowest unoccupied orbital energy is 0.673 eV. The orbital gap is 10.2 eV. The HOMO energy comes out at -9.6 eV. The structure (SMILES) is F/C=C(\Cl)CS. Its net charge is 0. Its relative energy (zero: lowest compared OMol25 entry of this formula, charge and spin) is 79.3 kJ/mol.

Cartesian coordinates (Å):
F -1.9917 1.9379 -0.3135
C -0.8705 1.2262 0.0462
C -0.8365 -0.0520 -0.0151
Cl -2.3477 -0.9323 -0.3393
C 0.4312 -0.8354 0.0747
S 1.8467 0.2085 -0.4234
H -0.0123 1.8996 0.3985
H 0.4548 -1.7010 -0.5347
H 0.4904 -1.1599 1.1312
H 2.8355 -0.5916 -0.0245



The following is a quantum chemistry calculation of a cluster of 3 separate species, C22H39N5O3 in total at a distorted geometry, from the OMol25 dataset.

Its lowest unoccupied orbital energy is -0.784 eV. The orbital gap is 7.2 eV. The HOMO energy comes out at -8.0 eV. The structure (SMILES) is CC(=O)NCCCCc1cnc2ccccc2n1.COC[C@@H](C)N.COC[C@@H](C)N. Its net charge is 0. Its relative energy (zero: lowest compared OMol25 entry of this formula, charge and spin) is 1398.1 kJ/mol.

Cartesian coordinates (Å):
C 2.3558 0.6055 -0.8417
C 1.6392 -0.7350 -0.1453
O 1.1076 -0.5805 1.0916
N 1.5940 -2.0867 -0.8233
C 2.4887 -3.0403 -0.0159
C 1.9651 -4.5730 -0.3940
C 2.0281 -5.5391 0.9300
C 0.5734 -6.0612 1.4787
C -0.5175 -4.8382 1.7592
C -0.8681 -4.3795 3.2809
N -1.8539 -3.3241 3.6984
C -2.4808 -2.7437 2.4629
C -3.6318 -1.5591 2.6999
C -4.4018 -0.7995 1.4499
C -4.0268 -1.1850 -0.1268
C -2.9132 -2.3700 -0.3401
C -2.1543 -3.1494 0.9226
N -1.1754 -4.2278 0.5544
H 2.9605 0.3248 -1.8250
H 3.0997 1.0539 -0.0278
H 1.4643 1.3554 -1.0847
H 2.0102 -1.9345 -1.7827
H 3.5925 -2.8883 -0.3905
H 2.3882 -2.8882 1.1469
H 2.7817 -4.9944 -1.1559
H 0.9487 -4.5909 -0.9735
H 2.6339 -6.5165 0.6135
H 2.6878 -5.0041 1.7472
H 0.0348 -6.8344 0.7527
H 0.7379 -6.6121 2.5194
H -0.2887 -4.9441 4.1584
H -3.9410 -1.2313 3.7824
H -5.2241 0.0308 1.6554
H -4.5173 -0.6547 -1.0612
H -2.6570 -2.6769 -1.4643
C 8.5783 1.7173 0.8745
O 7.7314 2.1021 1.9469
C 7.2004 3.4256 1.8346
C 5.9714 3.5428 0.9031
C 6.3240 3.5033 -0.5820
N 4.9784 2.4962 1.1862
H 9.1672 2.5559 0.4909
H 7.9859 1.2679 0.0755
H 9.2666 0.9510 1.2420
H 6.8823 3.7012 2.8461
H 7.9874 4.1361 1.5549
H 5.5068 4.5173 1.0965
H 6.5473 2.4933 -0.9362
H 5.4822 3.8687 -1.1822
H 7.1878 4.1408 -0.7988
H 4.6707 2.5916 2.1547
H 5.4716 1.5981 1.1773
C -6.8547 1.4338 -3.5630
O -5.8127 1.7962 -2.6695
C -5.6287 3.2066 -2.5176
C -6.6191 3.8771 -1.5371
C -8.0178 4.0706 -2.1180
N -6.7246 3.1245 -0.2785
H -6.9421 2.1312 -4.4015
H -7.8005 1.3640 -3.0226
H -6.6316 0.4402 -3.9616
H -4.6189 3.3289 -2.1107
H -5.6294 3.7046 -3.4946
H -6.2263 4.8751 -1.3078
H -8.5992 3.1448 -2.1363
H -8.5852 4.7869 -1.5120
H -7.9693 4.4645 -3.1389
H -5.8022 3.0856 0.1568
H -6.9173 2.1483 -0.5227



The following is a quantum chemistry calculation of the molecule C3H4N4 at a distorted geometry, from the OMol25 dataset.

Its lowest unoccupied orbital energy is 0.109 eV. The orbital gap is 8.2 eV. The HOMO energy comes out at -8.1 eV. Its net charge is 0. Its relative energy (zero: lowest compared OMol25 entry of this formula, charge and spin) is 555.2 kJ/mol.

Cartesian coordinates (Å):
N 2.6036 -0.1847 0.0411
C 1.3762 -0.5523 -0.2711
C 0.4274 0.4360 0.2992
N -0.8244 0.3372 0.1633
C -2.1153 0.2586 0.0367
N -2.6339 -0.7818 -0.6532
N -3.0350 -1.6605 -1.2329
H 2.8439 0.6479 0.5902
H 3.3948 -0.7368 -0.2609
H 0.8398 1.3004 0.8698
H -2.8771 0.9361 0.4180



The following is a quantum chemistry calculation of a structure of composition C4H9NOS at a distorted geometry, from the OMol25 dataset.

Its lowest unoccupied orbital energy is 0.422 eV. The orbital gap is 9.3 eV. The HOMO energy comes out at -8.9 eV. Its net charge is 0. Its relative energy (zero: lowest compared OMol25 entry of this formula, charge and spin) is 664.4 kJ/mol.

Cartesian coordinates (Å):
C 1.8455 -1.2261 -0.1007
C 0.7866 -0.2095 0.4373
C 1.0611 1.1762 -0.2878
C -3.1745 0.0234 0.0598
H 2.3905 -0.9798 -1.0997
H 2.8554 -1.3735 0.9190
H 1.0085 -2.4249 -0.3253
H 0.8313 0.0173 1.6474
H 0.8924 0.7974 -1.4170
H 1.9703 1.6954 0.0557
H -0.6737 1.7663 -0.0932
H -3.4495 -1.1813 -0.0193
H -3.8432 0.9140 -0.0054
N -1.8795 0.2068 -0.1564
O 0.1252 2.0317 0.2782
S -0.7465 -1.2335 0.1075



The following is a quantum chemistry calculation of a structure of composition C11H5Br4NO2S5SbV, from the OMol25 dataset.

As for the spin multiplicity: 3. Its lowest unoccupied orbital energy (alpha / beta) is 3.988 / 3.988 eV. The orbital gap (alpha / beta) is 6.1 / 6.3 eV. The HOMO energy (alpha / beta) comes out at -2.2 / -2.4 eV. Its net charge is -2. Its relative energy (zero: lowest compared OMol25 entry of this formula, charge and spin) is 15.8 kJ/mol.

Cartesian coordinates (Å):
V -0.3543 -0.4665 -0.0075
S -2.5113 -0.7127 -4.5465
Sb -2.2496 0.2832 -2.5295
S -0.0339 0.8797 -1.9228
S -2.3837 -1.2016 -0.6535
S -3.6117 2.1153 -2.1144
Br 2.8656 -6.5510 0.0360
C 1.9670 -4.9942 0.6294
C 1.5542 -4.8668 1.9406
Br 1.8883 -6.2505 3.1932
C 0.8790 -3.7203 2.3613
Br 0.2969 -3.4729 4.1456
C 0.5886 -2.6886 1.4700
O -0.0508 -1.6086 1.7496
C 1.0599 -2.8139 0.1307
O 0.8331 -1.7675 -0.6349
C 1.7181 -3.9552 -0.2778
Br 2.2752 -4.0199 -2.0804
S -0.9663 1.2840 1.5502
C -0.6101 2.7276 0.6944
N -1.5062 3.1904 -0.2239
C -1.3028 4.2526 -1.0253
C -0.1736 5.0111 -0.8873
C 0.7613 4.6180 0.0924
C 0.5470 3.5065 0.8738
H -2.3335 2.6052 -0.4920
H -2.0750 4.4002 -1.7690
H -0.0049 5.8529 -1.5374
H 1.6707 5.1884 0.2220
H 1.2628 3.1751 1.6129



The following is a quantum chemistry calculation of a structure of composition C30H21BrCuF5N4O5 at a distorted geometry, from the OMol25 dataset.

Its lowest unoccupied orbital energy is 4.149 eV. The orbital gap is 6.2 eV. The HOMO energy comes out at -2.0 eV. Its net charge is -2. Its relative energy (zero: lowest compared OMol25 entry of this formula, charge and spin) is 0.0 kJ/mol.

Cartesian coordinates (Å):
Cu 0.3750 -0.4451 -2.1774
Br 5.4647 4.2406 0.5479
C 4.4206 3.0638 -0.4870
C 5.0621 2.2358 -1.4467
C 4.3340 1.4632 -2.3178
C 2.8648 1.3997 -2.2384
O 2.1900 0.6208 -3.0248
C 2.2400 2.3346 -1.3437
C 0.8230 2.4446 -1.0048
N -0.1247 1.7921 -1.5518
C -1.4029 2.0062 -1.0695
C -1.8888 3.2433 -0.6426
C -3.1143 3.3288 0.0238
C -3.9184 2.2635 0.1092
C -3.5184 0.9901 -0.3674
C -4.2286 -0.2064 -0.2149
C -3.7577 -1.4019 -0.7444
C -2.4921 -1.3890 -1.2893
N -1.7732 -0.2960 -1.4371
C -2.3031 0.8829 -1.0002
C 3.0680 3.1275 -0.4871
H 6.1563 2.2210 -1.5336
H 4.8085 0.8019 -3.0411
H 0.6392 3.1104 -0.0722
H -1.2816 4.1200 -0.8434
H -3.3804 4.2910 0.4634
H -4.8262 2.3433 0.6543
H -5.1789 -0.2340 0.3204
H -4.2356 -2.3208 -0.4859
H -1.9882 -2.3305 -1.5050
H 2.6275 3.8089 0.1983
C -1.2275 -1.5505 2.1239
C 0.2003 -1.4534 2.8011
C 0.5861 -0.0672 3.3504
C 2.0413 -0.0756 3.8714
C 2.6050 1.2671 4.1840
C -0.3451 0.2428 4.4966
O -0.3848 -0.5328 5.4129
N -1.2058 1.3065 4.2785
C -1.1048 2.2486 3.1210
O -1.8363 3.2161 3.1494
N -0.2047 2.0453 2.1635
C 0.5905 0.9357 2.2032
O 1.4084 0.6642 1.3491
H -1.2442 -2.5703 1.7314
H -1.4358 -0.8559 1.3225
H -2.0095 -1.3528 2.9456
H 1.0240 -1.6884 2.0313
H 0.2589 -2.1522 3.6337
H 2.6022 -0.4968 2.9844
H 2.0118 -0.7649 4.7206
H 2.7697 1.8733 3.2350
H 3.6028 1.1481 4.6424
H 1.9991 1.8079 4.9555
H -1.8570 1.5282 5.0220
F -1.0609 -6.2876 -6.1446
C -0.6637 -5.3219 -5.2855
C -1.1446 -4.0099 -5.4177
F -1.9419 -3.7771 -6.4918
C -0.8978 -3.0529 -4.4487
F -1.2793 -1.8283 -4.6235
C -0.0868 -3.3371 -3.2784
O 0.1474 -2.4094 -2.3895
C 0.3707 -4.6883 -3.1982
F 1.2506 -5.0351 -2.2250
C 0.1054 -5.6464 -4.1893
F 0.6954 -6.8392 -4.0281



The following is a quantum chemistry calculation of a structure of composition C47H37FeN4Si, from the OMol25 dataset.

As for the spin multiplicity: 2. Its lowest unoccupied orbital energy (alpha / beta) is -0.846 / -0.942 eV. The orbital gap (alpha / beta) is 5.4 / 5.5 eV. The HOMO energy (alpha / beta) comes out at -6.2 / -6.5 eV. Its net charge is 0.

Cartesian coordinates (Å):
Fe 0.2628 0.2961 0.2334
C 6.2831 4.0501 -2.7030
C 5.7982 2.9166 -3.3382
C 4.7048 2.2400 -2.8149
C 4.0781 2.6873 -1.6568
C 4.5743 3.8252 -1.0239
C 5.6672 4.5016 -1.5428
C 2.9143 1.9538 -1.0947
C 1.7005 2.0369 -1.7237
C 1.5029 2.7463 -2.9759
C 0.2375 2.5484 -3.3550
C -0.4009 1.7653 -2.2953
N 0.5190 1.4507 -1.3123
C -1.7567 1.5608 -2.2653
C -2.4041 1.0728 -1.1006
C -3.6341 1.4613 -0.6050
C -3.8331 0.7841 0.5961
C -2.7390 -0.0287 0.8200
C -2.5095 -0.8486 1.9459
C -3.7055 -1.2434 2.7349
C -4.7790 -1.8707 2.1087
C -5.8979 -2.2528 2.8351
C -5.9624 -1.9960 4.1968
C -4.9054 -1.3544 4.8283
C -3.7840 -0.9799 4.1038
C -1.2618 -1.2650 2.3273
N -0.0477 -0.8544 1.7808
C 0.9066 -1.4823 2.5406
C 2.2727 -1.2716 2.4640
C 3.1694 -2.0149 3.3932
C 3.9973 -3.0246 2.9050
C 4.8443 -3.7187 3.7556
C 4.8761 -3.4110 5.1094
C 4.0565 -2.4068 5.6041
C 3.2114 -1.7129 4.7499
C 2.8587 -0.3554 1.5898
C 4.2515 -0.0217 1.5843
C 4.4235 0.9201 0.6212
C 3.1346 1.1408 0.0389
N 2.1931 0.3780 0.6409
C 0.2962 -2.3733 3.4984
C -1.0333 -2.2320 3.3815
N -1.8185 0.1147 -0.2539
C -2.5831 1.8984 -3.4569
C -2.3346 1.2455 -4.6634
C -3.1031 1.5156 -5.7862
C -4.1380 2.4381 -5.7179
C -4.3930 3.0908 -4.5205
C -3.6234 2.8224 -3.3989
H 7.1364 4.5782 -3.1083
H 6.2740 2.5529 -4.2399
H 4.3330 1.3492 -3.3082
H 4.0932 4.1772 -0.1190
H 6.0385 5.3857 -1.0403
H 2.2519 3.3368 -3.4775
H -0.2640 2.9536 -4.2175
H -4.2833 2.2073 -1.0402
H -4.6645 0.8977 1.2733
H -4.7306 -2.0653 1.0438
H -6.7189 -2.7515 2.3366
H -6.8364 -2.2903 4.7638
H -4.9560 -1.1404 5.8883
H -2.9614 -0.4718 4.5914
H 3.9714 -3.2610 1.8481
H 5.4795 -4.5011 3.3607
H 5.5372 -3.9502 5.7754
H 4.0792 -2.1568 6.6574
H 2.5773 -0.9235 5.1362
H 4.9948 -0.4493 2.2370
H 5.3351 1.4106 0.3216
H 0.8313 -3.0227 4.1716
H -1.8051 -2.7463 3.9296
H -1.5374 0.5112 -4.7151
H -2.8955 0.9977 -6.7141
H -4.7410 2.6477 -6.5916
H -5.1903 3.8207 -4.4593
H -3.8083 3.3642 -2.4765
C -3.0556 -1.6316 -2.3159
Si -1.5520 -1.4859 -1.2133
C -1.5109 -3.0062 -0.1346
C 0.0264 -1.4737 -2.2155
H -3.1059 -2.6392 -2.7369
H -3.0625 -0.9185 -3.1422
H -3.9641 -1.4704 -1.7281
H -1.4646 -3.8443 -0.8400
H -2.3991 -3.1453 0.4800
H -0.6296 -3.0598 0.5039
H 0.9160 -1.3880 -1.5814
H 0.0802 -0.6938 -2.9704
H 0.0949 -2.4466 -2.7159



The following is a quantum chemistry calculation of the ion C4H8NOS with charge -1 at a distorted geometry, from the OMol25 dataset.

Its lowest unoccupied orbital energy is 3.736 eV. The orbital gap is 6.4 eV. The HOMO energy comes out at -2.7 eV. The structure (SMILES) is C[C@@H](C[S-])NC=O. Its net charge is -1. Its relative energy (zero: lowest compared OMol25 entry of this formula, charge and spin) is 36.5 kJ/mol.

Cartesian coordinates (Å):
C 0.8604 -0.7316 1.0541
C 0.3712 -0.3990 -0.3579
C -1.0277 -0.9369 -0.6043
S -0.9193 -2.6672 -1.2208
N 0.4494 1.0862 -0.5385
C -0.3232 1.9617 0.1204
O -0.1624 3.1742 0.1182
H 1.8521 -0.2978 1.1996
H 0.2031 -0.2774 1.7986
H 0.8930 -1.8076 1.1645
H 1.0877 -0.7764 -1.0403
H -1.5498 -0.3773 -1.3617
H -1.6307 -0.8811 0.3065
H 1.0853 1.4659 -1.2241
H -1.1892 1.4642 0.5858



The records above give, respectively, E_tot values of -29249.77511; -37024.26170; -9131.10379; -18660.64033; -383651.64117; -175921.07071; -97566.58924; -18651.83209 eV.